Computed, not measured: a cluster of 2 separate species, C9H14ClNSi in total at a distorted geometry, with ωB97M-V/def2-TZVPD.

The LUMO energy (spin up / spin down) is 0.82 / -2.95 eV. The calculation puts the HOMO energy (spin up / spin down) at -5.365 / -9.528 eV. The value obtained for the HOMO-LUMO gap (spin up / spin down) is 6.2 / 6.6 eV. The value obtained for the relative energy (zero: lowest compared OMol25 entry of this formula, charge and spin) is 0.00 kJ/mol. Its expectation value of S² is 2.022.

```
! RIJCOSX wB97M-V def2-TZVPD def2/J DEFGRID3
* xyz 0 3
C -2.82 -0.01 2.92
C -3.64 -1.12 2.79
C -1.58 -0.02 2.31
C -3.16 -2.20 2.05
C -1.19 -1.13 1.57
C 1.79 3.55 -3.34
C 1.70 -2.38 1.50
C 2.11 2.13 -3.02
C 2.00 1.13 -3.88
N -1.98 -2.20 1.46
Si 0.44 -1.27 0.61
Cl 1.22 0.60 0.46
H -3.15 0.85 3.49
H -4.62 -1.16 3.24
H -0.92 0.83 2.39
H -3.75 -3.09 1.92
H 2.68 4.17 -3.24
H 1.41 3.64 -4.36
H 1.04 3.93 -2.65
H 1.40 -3.42 1.43
H 2.69 -2.29 1.04
H 1.80 -2.13 2.55
H 2.46 1.94 -2.02
H 0.16 -1.74 -0.74
H 1.66 1.28 -4.89
H 2.24 0.12 -3.61
*
```

Computed, not measured: a cluster of 3 separate species, C9H14F3O6P in total, with ωB97M-V/def2-TZVPD.

The LUMO energy is 0.71 eV. The calculation puts the HOMO energy at -9.571 eV. The value obtained for the HOMO-LUMO gap is 10.3 eV. Its SMILES is O=C1OC[C@@H](F)O1.O=C1OC[C@@H](F)O1.CC[C@H](F)P.

```
! RIJCOSX wB97M-V def2-TZVPD def2/J DEFGRID3
* xyz 0 1
O -1.11 1.64 -2.13
C -1.42 1.78 -0.99
O -1.97 2.89 -0.47
C -2.30 2.64 0.90
C -1.39 1.47 1.23
F -1.96 0.60 2.11
O -1.26 0.83 -0.02
H -3.34 2.34 0.98
H -2.11 3.53 1.49
H -0.40 1.75 1.59
O 1.10 3.38 0.35
C 1.85 2.88 -0.42
O 2.83 3.52 -1.08
C 3.58 2.56 -1.83
C 2.59 1.41 -1.95
F 3.20 0.20 -1.91
O 1.80 1.58 -0.79
H 4.45 2.24 -1.25
H 3.89 2.98 -2.78
H 1.94 1.44 -2.83
C -2.00 -2.64 1.41
C -0.53 -2.42 1.05
C 0.19 -3.74 0.89
F 1.57 -3.56 1.15
P 0.07 -4.61 -0.75
H -2.08 -3.13 2.38
H -2.55 -1.70 1.44
H -2.48 -3.28 0.67
H -0.03 -1.87 1.85
H -0.45 -1.82 0.14
H -0.18 -4.45 1.65
H -1.28 -4.98 -0.58
H -0.21 -3.45 -1.51
*
```

Computed, not measured: a cluster of 2 separate species, C9H14FNO3 in total at a distorted geometry, with ωB97M-V/def2-TZVPD.

The LUMO energy is 0.55 eV. The calculation puts the HOMO energy at -8.426 eV. The value obtained for the HOMO-LUMO gap is 9.0 eV. The value obtained for the relative energy (zero: lowest compared OMol25 entry of this formula, charge and spin) is 325.84 kJ/mol. Its SMILES is CO/C(O)=C(/O)C#N.C/C=C(/F)CC.

```
! RIJCOSX wB97M-V def2-TZVPD def2/J DEFGRID3
* xyz 0 1
C 2.87 -1.46 0.99
O 2.99 -0.07 1.05
C 2.41 0.71 0.10
O 2.43 2.01 0.51
C 1.81 0.47 -1.05
O 1.24 1.41 -1.84
C 1.65 -0.84 -1.58
N 1.67 -1.86 -2.09
H 3.57 -1.85 0.16
H 1.71 -1.84 0.87
H 3.12 -1.90 1.99
H 2.76 2.02 1.35
H 1.20 2.30 -1.59
C -2.06 2.17 0.00
C -1.19 1.34 0.77
C -1.05 0.09 0.33
F -0.11 -0.66 1.08
C -1.82 -0.91 -0.56
C -2.81 -1.86 0.16
H -1.51 3.10 -0.20
H -2.92 2.28 0.63
H -2.48 1.71 -0.95
H -0.56 1.83 1.45
H -1.12 -1.55 -1.06
H -2.43 -0.39 -1.31
H -2.30 -2.54 0.73
H -3.69 -1.32 0.59
H -3.38 -2.39 -0.53
*
```

Computed, not measured: a structure of composition C9H14I2N2O2RbSbSe4, with ωB97M-V/def2-TZVPD.

The LUMO energy is 2.58 eV. The calculation puts the HOMO energy at -2.315 eV. The value obtained for the HOMO-LUMO gap is 4.9 eV. The value obtained for the relative energy (zero: lowest compared OMol25 entry of this formula, charge and spin) is 20.90 kJ/mol.

```
! RIJCOSX wB97M-V def2-TZVPD def2/J DEFGRID3
* xyz -2 1
Rb 1.42 -0.69 -1.09
I 4.75 -0.19 -0.75
I 1.02 6.89 -2.29
C -2.45 -0.58 1.48
C -1.00 -0.85 1.71
N -0.06 0.05 1.84
C 1.10 -0.65 2.09
C 0.85 -1.99 2.11
N -0.50 -2.11 1.86
H -2.56 0.40 1.03
H -3.00 -0.60 2.42
H -2.89 -1.33 0.82
H 2.05 -0.15 2.22
H 1.49 -2.84 2.25
H -1.05 -2.96 1.90
C 0.87 3.46 -0.08
C 2.27 3.34 -0.72
C 1.98 2.71 -2.08
O 0.79 1.93 -1.88
C -0.05 2.76 -1.08
H 0.58 4.51 0.04
H 0.83 2.97 0.89
H 2.92 2.69 -0.14
H 2.74 4.31 -0.85
H 2.77 2.04 -2.42
H 1.79 3.49 -2.82
H -0.80 2.12 -0.60
H -0.55 3.49 -1.72
O -0.74 -2.65 -2.29
C -1.33 -3.47 -1.66
Se -3.84 -7.46 -0.62
Sb -2.82 -5.47 0.17
Se -3.24 -3.46 -1.40
Se -0.45 -4.97 -0.78
Se -2.90 -4.75 2.45
*
```

Computed, not measured: the molecule C9H14N2O at a distorted geometry, with ωB97M-V/def2-TZVPD.

The LUMO energy is 0.63 eV. The calculation puts the HOMO energy at -8.504 eV. The value obtained for the HOMO-LUMO gap is 9.1 eV. The value obtained for the relative energy (zero: lowest compared OMol25 entry of this formula, charge and spin) is 44.23 kJ/mol. Its SMILES is Cc1cc(CN)c(O)c(CN)c1.

```
! RIJCOSX wB97M-V def2-TZVPD def2/J DEFGRID3
* xyz 0 1
C 1.37 -0.03 -3.15
C 0.81 -0.05 -1.73
C -0.52 0.25 -1.56
C -1.17 0.33 -0.31
C -2.56 0.87 -0.11
N -2.52 2.22 0.53
C -0.43 0.05 0.81
O -0.99 0.20 2.07
C 0.90 -0.37 0.73
C 1.65 -0.97 1.92
N 0.99 -2.13 2.43
C 1.55 -0.38 -0.55
H 2.43 -0.39 -3.21
H 0.79 -0.56 -3.92
H 1.43 0.97 -3.53
H -1.15 0.49 -2.42
H -3.03 1.05 -1.10
H -3.12 0.10 0.51
H -1.66 2.76 0.20
H -2.43 2.11 1.62
H -0.30 0.43 2.79
H 1.77 -0.15 2.65
H 2.68 -1.19 1.65
H 0.98 -2.89 1.70
H -0.02 -1.97 2.53
H 2.55 -0.76 -0.55
*
```

Computed, not measured: the ion C9H14N2O with charge +2 at a distorted geometry, with ωB97M-V/def2-TZVPD.

The LUMO energy is -11.52 eV. The calculation puts the HOMO energy at -17.049 eV. The value obtained for the HOMO-LUMO gap is 5.5 eV. The value obtained for the relative energy (zero: lowest compared OMol25 entry of this formula, charge and spin) is 346.42 kJ/mol. Its SMILES is C#[N+]C1=[NH+]O[C@H]2CC[C@H](C)C[C@@H]12.

```
! RIJCOSX wB97M-V def2-TZVPD def2/J DEFGRID3
* xyz 2 1
C -1.62 -1.42 -3.02
N -1.76 -0.53 -2.29
C -1.75 0.32 -1.29
N -2.69 0.92 -0.64
O -2.29 1.66 0.40
C -0.83 1.48 0.52
C -0.66 0.54 1.75
C 0.83 0.05 1.80
C 1.10 -0.81 0.55
C 2.60 -1.21 0.64
C 0.88 -0.03 -0.83
C -0.38 0.91 -0.78
H -1.31 -1.90 -3.90
H -3.67 0.90 -0.73
H -0.51 2.45 0.77
H -1.19 -0.31 1.49
H -1.06 1.10 2.73
H 1.55 0.90 1.90
H 0.85 -0.48 2.81
H 0.60 -1.77 0.71
H 3.40 -0.43 0.57
H 2.56 -1.71 -0.41
H 2.92 -1.96 1.36
H 0.69 -0.88 -1.56
H 1.72 0.51 -1.06
H 0.01 1.70 -1.49
*
```

Computed, not measured: the molecule C9H14N2O2 at a distorted geometry, with ωB97M-V/def2-TZVPD.

The LUMO energy is 0.52 eV. The calculation puts the HOMO energy at -9.069 eV. The value obtained for the HOMO-LUMO gap is 9.6 eV. The value obtained for the relative energy (zero: lowest compared OMol25 entry of this formula, charge and spin) is 173.99 kJ/mol. Its SMILES is Cc1cn(C)c(C(C)(C)C(=O)O)n1.

```
! RIJCOSX wB97M-V def2-TZVPD def2/J DEFGRID3
* xyz 0 1
C 1.97 -1.03 -2.97
C 1.23 -0.92 -1.70
C 0.31 -1.75 -1.16
N -0.23 -0.98 -0.10
C -1.33 -1.46 0.75
C 0.38 0.21 -0.07
C 0.11 1.35 0.89
C 0.01 0.77 2.30
C -1.26 1.89 0.36
C 1.21 2.47 0.95
O 1.28 3.28 1.84
O 2.10 2.58 -0.07
N 1.21 0.32 -1.08
H 1.37 -0.92 -3.82
H 2.81 -0.39 -2.99
H 2.40 -2.04 -3.26
H 0.04 -2.73 -1.54
H -1.05 -1.91 1.74
H -2.04 -0.77 0.80
H -1.60 -2.39 0.18
H 0.40 1.53 3.07
H 0.58 -0.09 2.33
H -0.97 0.75 2.52
H -1.37 2.84 0.90
H -1.10 2.08 -0.67
H -2.10 1.05 0.60
H 1.88 1.71 -0.65
*
```

Computed, not measured: the molecule C9H14N2O2, with ωB97M-V/def2-TZVPD.

The LUMO energy is 0.63 eV. The calculation puts the HOMO energy at -9.536 eV. The value obtained for the HOMO-LUMO gap is 10.2 eV. The value obtained for the relative energy (zero: lowest compared OMol25 entry of this formula, charge and spin) is 0.19 kJ/mol. Its SMILES is Cc1cc(C)n(CCCC(=O)O)n1.

```
! RIJCOSX wB97M-V def2-TZVPD def2/J DEFGRID3
* xyz 0 1
C 0.00 -0.25 -3.35
C -0.42 0.20 -2.00
C -1.04 1.40 -1.63
C -1.21 1.33 -0.26
C -1.81 2.30 0.69
N -0.71 0.14 0.13
C -0.60 -0.42 1.45
C 0.78 -0.19 2.07
C 1.93 -0.76 1.22
C 1.80 -2.27 1.06
O 2.34 -3.04 1.81
O 1.06 -2.69 0.05
N -0.22 -0.55 -0.92
H -0.85 -0.27 -4.02
H 0.74 0.44 -3.76
H 0.44 -1.24 -3.29
H -1.33 2.21 -2.27
H -2.69 1.87 1.18
H -1.10 2.59 1.46
H -2.12 3.19 0.15
H -0.80 -1.49 1.38
H -1.37 0.03 2.08
H 0.94 0.88 2.20
H 0.80 -0.66 3.05
H 1.95 -0.28 0.24
H 2.87 -0.55 1.73
H 0.62 -1.94 -0.45
*
```

Computed, not measured: the molecule C9H14N2O7 at a distorted geometry, with ωB97M-V/def2-TZVPD.

The LUMO energy is 0.37 eV. The calculation puts the HOMO energy at -10.197 eV. The value obtained for the HOMO-LUMO gap is 10.6 eV. The value obtained for the relative energy (zero: lowest compared OMol25 entry of this formula, charge and spin) is 137.55 kJ/mol. Its SMILES is N[C@@H](CC(=O)O)C(=O)N[C@@H](CCC(=O)O)C(=O)O.

```
! RIJCOSX wB97M-V def2-TZVPD def2/J DEFGRID3
* xyz 0 1
N -0.97 -1.36 -1.53
C -2.15 -0.85 -0.85
C -2.37 -1.40 0.61
C -1.45 -0.87 1.69
O -0.49 -1.46 2.16
O -1.71 0.39 2.22
C -1.98 0.68 -0.72
O -2.90 1.25 -0.17
N -0.74 1.29 -1.14
C 0.44 0.96 -0.23
C 1.62 0.68 -1.20
C 2.89 0.08 -0.61
C 2.55 -1.14 0.18
O 2.59 -2.28 -0.15
O 2.07 -0.77 1.41
C 0.82 2.21 0.66
O 0.50 3.31 0.29
O 1.42 1.99 1.87
H -1.04 -2.32 -1.76
H -0.87 -0.82 -2.37
H -3.13 -1.01 -1.40
H -3.37 -1.12 0.93
H -2.23 -2.50 0.65
H -2.35 0.87 1.69
H -0.82 2.29 -1.27
H 0.11 0.14 0.36
H 1.76 1.60 -1.72
H 1.29 -0.04 -1.95
H 3.47 0.83 -0.01
H 3.55 -0.26 -1.43
H 1.60 -1.51 1.82
H 1.87 1.15 2.01
*
```